86
Properties=species:S:1:pos:R:3:lowdin_spin:R:1 method="wB97M-V/def2-TZVPD" spin_multiplicity=5 gap_ev="7.29 / 7.35" s_squared=6.009
Fe 0.0499 0.9011 0.6287 3.7497
N 0.3585 3.4842 -3.1125 0.0014
C 0.5531 2.5684 -2.1175 0.0035
S 0.8271 3.1950 -0.5355 0.0403
N 0.4697 1.3228 -2.4495 0.0056
N 0.6167 0.3725 -1.4881 0.0313
C 0.5331 -0.8418 -1.9199 0.0078
C 0.7660 -2.0185 -1.1460 0.0018
C 0.5836 -3.2548 -1.7750 0.0004
C 0.7897 -4.4429 -1.1155 0.0016
C 1.2578 -4.4163 0.1985 0.0009
C 1.4542 -3.2219 0.8468 0.0029
C 1.1774 -1.9824 0.2239 0.0042
O 1.2907 -0.8836 0.8935 0.0461
H 0.7100 4.4144 -2.9580 0.0008
H 0.3996 3.1128 -4.0484 0.0003
H 0.3029 -0.9874 -2.9787 0.0014
H 0.2526 -3.2529 -2.8060 0.0001
H 0.6130 -5.3836 -1.6191 0.0001
H 1.4770 -5.3439 0.7127 0.0001
H 1.8150 -3.2075 1.8661 0.0001
C -3.4946 2.3875 -2.4082 0.0002
O -3.2502 3.1249 -1.2139 0.0017
C -2.4448 2.5250 -0.3347 0.0027
O -1.9099 1.4523 -0.5202 0.0224
N -2.3297 3.2442 0.8088 0.0009
N -1.3710 2.8389 1.7493 0.0175
H -3.7937 3.1205 -3.1529 0.0000
H -4.2903 1.6576 -2.2371 0.0000
H -2.5916 1.8560 -2.7142 0.0001
H -2.6692 4.2016 0.7952 0.0005
H -1.7800 2.8156 2.6807 0.0004
H -0.5514 3.4506 1.7420 -0.0001
C -5.4646 -3.4536 1.2285 0.0005
C -4.6070 -4.0044 2.3611 0.0003
C -3.5048 -4.9468 1.8709 0.0001
C -2.3361 -4.2260 1.1865 0.0007
N -1.5734 -3.4393 2.1176 0.0014
C -1.6009 -2.0870 2.2165 0.0025
Se -2.3647 -0.9282 1.0449 0.0194
N -0.8588 -1.7118 3.2851 0.0007
C -0.8022 -0.3627 3.7752 -0.0015
C -2.1046 -0.0019 4.4956 0.0001
C -2.3289 -0.8172 5.7708 0.0000
C -1.5086 -0.2921 6.9430 0.0000
C -0.2922 -2.8292 3.8453 0.0001
C 0.5979 -2.9897 4.8944 0.0001
C 1.0264 -4.2744 5.1781 0.0002
C 0.5786 -5.3651 4.4385 0.0002
C -0.3178 -5.2176 3.3939 0.0002
C -0.7482 -3.9337 3.0992 0.0001
H -6.3246 -2.9242 1.6309 0.0000
H -5.8261 -4.2619 0.5968 0.0000
H -4.8944 -2.7568 0.6192 0.0006
H -5.2393 -4.5601 3.0585 0.0000
H -4.1614 -3.1721 2.9110 0.0002
H -3.9368 -5.6553 1.1597 0.0000
H -3.1179 -5.5202 2.7186 0.0000
H -2.7070 -3.5459 0.4173 0.0005
H -1.6689 -4.9543 0.7179 0.0000
H -0.6508 0.3086 2.9123 -0.0011
H 0.0645 -0.2525 4.4256 0.0000
H -2.9336 -0.1806 3.8073 0.0001
H -2.0904 1.0622 4.7325 0.0000
H -2.0777 -1.8637 5.5803 0.0000
H -3.3877 -0.7808 6.0408 0.0000
H -0.4747 -0.1305 6.6520 0.0000
H -1.5310 -0.9945 7.7736 0.0000
H -1.9117 0.6585 7.2838 0.0000
H 0.9631 -2.1525 5.4665 0.0000
H 1.7348 -4.4281 5.9801 0.0000
H 0.9457 -6.3492 4.6872 0.0000
H -0.6450 -6.0715 2.8229 0.0000
C 3.2313 4.5558 2.1842 0.0006
N 3.4438 3.3112 1.5067 0.0012
C 4.2678 3.0960 0.4299 0.0019
C 4.0974 1.8146 0.0336 -0.0002
N 3.1729 1.2452 0.8694 0.0028
C 2.7388 2.1804 1.7434 0.0032
S 1.5805 1.9613 2.9220 0.0172
H 4.1132 5.1855 2.0797 0.0000
H 3.0391 4.3555 3.2387 0.0005
H 2.3661 5.0762 1.7628 0.0001
H 4.8882 3.8774 0.0426 0.0001
H 4.5505 1.2778 -0.7739 0.0000
H 2.7269 0.3256 0.7894 0.0003

***

75
Properties=species:S:1:pos:R:3:lowdin_spin:R:1 method="wB97M-V/def2-TZVPD" charge=+1 spin_multiplicity=4 gap_ev="4.90 / 5.38" s_squared=3.790
Ti 0.0549 -0.4628 0.2210 1.2097
C -1.4852 1.1371 3.7873 -0.0002
C -0.8548 1.3308 2.5633 0.0027
N -0.3798 0.1707 2.1019 0.0054
N -0.6970 -0.7753 3.0121 0.0048
C -1.3608 -0.2179 4.0331 0.0002
B -0.2246 -2.2445 2.8408 0.0018
N -1.0454 -2.8716 1.6719 0.0073
C -1.6830 -4.0442 1.5143 0.0116
C -2.2598 -4.0722 0.2613 0.0039
C -1.9183 -2.8449 -0.3002 0.0123
N -1.1752 -2.1297 0.5497 0.0006
N 1.2488 -2.1902 2.3181 0.0040
C 2.3734 -2.6677 2.8708 0.0089
C 3.4125 -2.4798 1.9804 0.0023
C 2.8226 -1.8529 0.8885 0.0140
N 1.5116 -1.6755 1.0931 0.0111
N -0.3016 -2.9391 4.1755 0.0000
C -0.9296 -4.0447 4.6686 0.0000
C -0.5680 -4.1871 5.9789 0.0000
C 0.3045 -3.1072 6.2218 0.0000
N 0.4559 -2.3650 5.1450 0.0000
H -1.9634 1.8700 4.4126 0.0000
H -0.7203 2.2462 2.0092 0.0003
H -1.6917 -0.7993 4.8767 0.0001
H -1.6869 -4.8063 2.2698 0.0008
H -2.8467 -4.8617 -0.1735 0.0000
H -2.2135 -2.4406 -1.2574 0.0013
H 2.3739 -3.1075 3.8517 0.0006
H 4.4454 -2.7502 2.1107 0.0000
H 3.2922 -1.5619 -0.0380 0.0010
H -1.6211 -4.6353 4.0974 0.0000
H -0.8767 -4.9586 6.6628 0.0000
H 0.8124 -2.8464 7.1361 0.0000
O -3.3121 5.4676 -0.9928 -0.0010
N -2.2331 5.4190 -1.5513 -0.0005
O -1.7558 6.3274 -2.1978 -0.0007
C -1.4308 4.1964 -1.4101 -0.0104
C -0.1097 4.3211 -1.6841 -0.0064
C 0.8006 3.2642 -1.4257 0.0103
C 2.1786 3.3787 -1.6388 0.0903
C 3.0020 2.3687 -1.1718 0.0165
C 2.4564 1.2812 -0.5163 0.0822
N 1.1301 1.0745 -0.3852 0.0816
C 0.3049 2.0677 -0.8638 0.0856
C -1.0936 1.8686 -0.7548 0.0712
N -1.5004 0.6176 -0.3567 0.0680
C -2.8181 0.4288 -0.1679 0.0625
C -3.7585 1.4068 -0.4039 0.0206
C -3.3633 2.6677 -0.8266 0.0705
C -1.9988 2.9391 -0.9861 0.0169
H 0.2586 5.2720 -2.0433 -0.0001
H 2.5753 4.2519 -2.1394 0.0043
H 4.0751 2.4337 -1.2855 -0.0007
H 3.1094 0.5534 -0.0589 0.0046
H -3.1241 -0.5418 0.1958 0.0036
H -4.8055 1.1898 -0.2487 -0.0003
H -4.0944 3.4347 -1.0084 0.0031
N 0.6322 -1.4481 -1.7585 0.0421
C 0.9049 -0.5893 -2.8631 0.0917
C 2.2153 -0.4192 -3.3101 0.0033
C 2.4858 0.4826 -4.3205 0.0760
C 1.4118 1.1446 -4.8973 0.1753
C 0.1025 1.0226 -4.4581 0.0714
C -0.1496 0.1170 -3.4468 0.0115
S 1.7845 2.3517 -6.2686 0.0401
O 2.8554 1.7686 -7.0205 0.0076
O 2.1743 3.3393 -5.2491 0.4824
O 0.5327 2.5881 -6.9232 0.0110
H 1.4333 -2.0410 -1.5651 0.0026
H -0.1521 -2.0592 -1.9667 0.0042
H 3.0288 -0.9776 -2.8606 -0.0003
H 3.4873 0.6486 -4.6934 0.0021
H -0.6800 1.5937 -4.9390 0.0025
H -1.1644 -0.0259 -3.0927 -0.0002

***

102
Properties=species:S:1:pos:R:3:lowdin_spin:R:1 method="wB97M-V/def2-TZVPD" charge=+1 spin_multiplicity=3 gap_ev="6.40 / 6.58" s_squared=2.160
V -0.2575 0.1682 0.1215 1.9447
C -0.2393 -0.4432 2.0606 -0.0557
Si -1.7717 -1.2702 2.7010 -0.0040
C -1.7982 -2.7630 1.5654 0.0004
N -1.3849 -2.3826 0.1876 0.0015
C -2.5595 -2.1986 -0.7151 0.0017
C -2.6206 -3.2188 -1.8461 0.0004
C -2.4600 -4.6346 -1.3013 0.0002
C -1.1421 -4.7782 -0.5117 0.0001
C -0.4695 -3.4210 -0.3292 0.0004
C -3.2886 -0.1780 2.5410 0.0007
C -3.2469 1.1256 3.0442 0.0004
C -4.3714 1.9411 3.0443 0.0000
C -5.5688 1.4667 2.5285 0.0001
C -5.6415 0.1700 2.0411 0.0001
C -4.5157 -0.6422 2.0593 0.0002
C -1.6513 -1.8231 4.4797 -0.0020
C -2.5527 -1.4139 5.4627 -0.0003
C -2.4180 -1.8347 6.7792 -0.0001
C -1.3768 -2.6770 7.1348 -0.0003
C -0.4684 -3.0988 6.1731 0.0000
C -0.6073 -2.6728 4.8623 -0.0006
H 0.5850 -1.1571 2.2039 0.0008
H 0.0437 0.4727 2.6040 -0.0062
H -2.7168 -3.3571 1.5769 0.0001
H -1.0266 -3.4223 1.9745 0.0000
H -2.5755 -1.1816 -1.1215 0.0014
H -3.4654 -2.3048 -0.1180 0.0000
H -1.8500 -3.0048 -2.5910 0.0002
H -3.5804 -3.1084 -2.3545 0.0000
H -2.5021 -5.3570 -2.1161 0.0000
H -3.3098 -4.8573 -0.6505 0.0000
H -0.4465 -5.4437 -1.0262 0.0000
H -1.3328 -5.2326 0.4616 0.0000
H -0.0640 -3.0778 -1.2782 -0.0001
H 0.3737 -3.4920 0.3634 0.0002
H -2.3244 1.5059 3.4714 0.0000
H -4.3173 2.9426 3.4527 0.0000
H -6.4473 2.0981 2.5267 0.0000
H -6.5807 -0.2152 1.6658 0.0000
H -4.6075 -1.6620 1.7093 0.0000
H -3.3798 -0.7637 5.2030 0.0000
H -3.1280 -1.5069 7.5265 0.0000
H -1.2718 -3.0066 8.1598 0.0000
H 0.3451 -3.7569 6.4472 0.0000
H 0.1195 -3.0078 4.1294 0.0000
S -0.3024 -0.4412 -2.1225 -0.0092
C 1.4195 -0.7600 -2.1348 -0.0137
N 2.0722 -1.3702 -3.1149 0.0921
N 1.3899 -1.7887 -4.1258 0.1266
C 1.9973 -2.4416 -5.2226 -0.0012
C 3.3705 -2.6231 -5.2772 0.0187
C 3.9062 -3.2681 -6.3796 -0.0024
C 3.0876 -3.7204 -7.4069 0.0224
C 1.7154 -3.5278 -7.3342 -0.0030
C 1.1622 -2.8866 -6.2378 0.0197
N 2.2493 -0.3594 -1.1414 0.0231
N 1.6592 0.2326 -0.1717 -0.1361
C 2.5579 0.7112 0.8464 -0.0012
C 2.2535 1.9025 1.4864 -0.0114
C 3.0916 2.3793 2.4831 0.0022
C 4.2259 1.6622 2.8344 -0.0148
C 4.5246 0.4730 2.1818 0.0021
C 3.6952 -0.0093 1.1826 -0.0135
H 0.3792 -1.6415 -4.1435 0.0022
H 3.9985 -2.2665 -4.4742 0.0015
H 4.9755 -3.4166 -6.4361 -0.0006
H 3.5197 -4.2208 -8.2614 0.0012
H 1.0720 -3.8755 -8.1299 -0.0007
H 0.0925 -2.7313 -6.1723 0.0007
H 1.3855 2.4785 1.1860 0.0009
H 2.8621 3.3140 2.9761 0.0004
H 4.8788 2.0307 3.6129 -0.0008
H 5.4099 -0.0857 2.4529 0.0004
H 3.9165 -0.9330 0.6672 -0.0005
C -1.5131 3.5427 0.9153 -0.0037
P -0.9367 2.4658 -0.4309 0.0049
C -2.4156 2.2897 -1.4700 0.0050
C -2.4316 2.6496 -2.8126 0.0005
C -3.5745 2.4368 -3.5693 0.0005
C -4.6971 1.8584 -2.9934 0.0008
C -4.6794 1.4908 -1.6547 0.0001
C -3.5406 1.7023 -0.8931 0.0026
C 0.2799 3.4636 -1.3327 0.0020
C 1.1159 2.8566 -2.2710 -0.0006
C 2.0560 3.6045 -2.9608 0.0001
C 2.1774 4.9649 -2.7172 -0.0004
C 1.3542 5.5767 -1.7847 0.0002
C 0.4083 4.8321 -1.0956 -0.0003
H -1.9346 4.4591 0.5036 -0.0010
H -0.7019 3.7827 1.6033 0.0000
H -2.2931 3.0213 1.4608 0.0000
H -1.5583 3.0992 -3.2686 0.0000
H -3.5887 2.7262 -4.6113 0.0000
H -5.5862 1.6963 -3.5872 0.0000
H -5.5505 1.0416 -1.1960 0.0000
H -3.5449 1.4069 0.1525 0.0003
H 1.0268 1.7975 -2.4685 -0.0007
H 2.6984 3.1207 -3.6839 0.0000
H 2.9145 5.5475 -3.2527 0.0000
H 1.4459 6.6361 -1.5892 0.0000
H -0.2170 5.3322 -0.3706 -0.0001

***

no.,energy (eV)
1,-171699.000
2,-94255.533
3,-108578.588